Computed, not measured: a 2-piece molecular cluster, C9H13IO5 overall at a distorted geometry, with ωB97M-V with the def2-TZVPD basis set.

The calculation puts the energy relative to the best compared isomer or geometry (same formula, charge and spin) at 3.9274 eV. Its spin multiplicity is 3. The charge is 0. Its frontier orbital gap (alpha / beta) is 6.439 / 8.991 eV. The calculation puts the largest force on an atom at 5.3 eV Å⁻¹. As for the expectation value of S²: 2.0087.

Structure (XYZ):
```
28
Properties=species:S:1:pos:R:3:forces:R:3:lowdin_charge:R:1
C 1.146306 2.689067 -0.650341 1.09 0.97 -0.44 -0.0587
C 2.482422 2.875170 -0.494257 -2.46 -0.50 -1.66 -0.0499
C -2.471518 -2.435944 0.463773 0.48 0.52 -0.09 -0.1702
C -2.571110 -1.430101 -0.650534 1.17 2.78 -1.02 -0.1662
C -2.033485 -0.107947 -0.026662 0.35 -1.66 1.76 -0.2824
C -0.602658 -0.509468 0.014253 -0.90 -2.40 -4.63 -0.1911
C -0.268854 -1.355115 -1.220242 -1.27 -2.75 0.76 -0.3730
C 1.914950 0.236106 2.584448 1.61 -0.25 -4.32 -0.0935
C 1.428204 -0.420408 1.323909 3.87 -2.39 1.04 -0.6985
O -1.986346 -2.255017 1.550758 -0.37 -0.08 -0.07 0.1030
O -1.591454 -1.733841 -1.729642 -0.86 0.33 1.45 -0.0538
O -2.327522 1.106228 -0.627157 -0.52 0.48 -0.06 0.0386
O 0.361927 -0.597115 -2.161679 0.94 1.84 2.45 0.0399
O 0.249315 -0.163884 0.893015 -1.24 3.83 2.51 0.0109
I 2.936840 -1.343574 0.107907 -0.44 0.50 0.22 0.8614
H 0.474488 2.544281 0.140587 -0.58 -0.29 1.50 0.0156
H 0.522992 2.831440 -1.577767 1.55 -0.34 0.51 0.0727
H 3.152832 2.877812 0.331077 -0.35 -0.25 1.10 0.0365
H -2.792878 -3.368740 0.133046 -0.71 -2.43 -0.24 0.1108
H -3.550400 -1.298147 -1.143345 0.33 -0.45 0.40 0.1701
H -2.349418 -0.152800 1.043232 -0.21 0.89 -0.83 0.1713
H 3.001312 2.980326 -1.407204 0.73 0.38 -0.98 0.0237
H 0.169244 -2.441771 -1.038198 0.05 2.39 -0.14 0.1698
H 2.831836 -0.166935 2.871993 1.50 -1.13 0.35 0.0425
H 1.292670 0.130404 3.337316 -3.42 -0.36 3.57 0.0335
H 2.167895 1.241674 2.419975 -0.09 1.89 -0.25 0.0643
H -1.861820 1.154837 -1.464311 0.15 -0.04 -0.26 0.0988
H 0.274229 -0.886536 -3.023951 -0.39 -1.46 -2.66 0.0737
```
Positions in Å, forces in eV/Å.



Computed, not measured: C9H13InNO2 as an isolated structure, with ωB97M-V with the def2-TZVPD basis set.

The charge is -1. Its frontier orbital gap is 7.570 eV. The calculation puts the largest force on an atom at 0.4 eV Å⁻¹.

Structure (XYZ):
```
26
Properties=species:S:1:pos:R:3:forces:R:3:lowdin_charge:R:1
O 3.373812 -1.004959 2.009967 -0.20 0.21 -0.02 0.0628
C 2.764019 -0.266313 1.264558 0.17 -0.14 0.10 -0.5173
O 2.927273 1.071809 1.322018 -0.39 -0.06 0.10 0.0716
C 1.759326 -0.742241 0.251171 0.24 -0.22 -0.18 -0.1291
C 1.798752 -0.134989 -1.160121 0.10 0.27 0.18 -0.3059
C 1.605155 1.380005 -1.279608 -0.36 -0.01 -0.21 -0.3379
In -0.238146 2.148288 -0.270370 0.28 0.09 -0.13 0.4422
C -1.605649 0.376930 -0.165569 -0.08 0.06 0.15 -0.3512
C -2.269870 0.032258 1.025438 0.00 -0.05 -0.04 -0.1453
C -3.083508 -1.086354 1.102379 0.08 0.04 -0.05 -0.1155
C -3.235550 -1.867322 -0.034057 0.05 0.03 -0.09 -0.1134
C -2.566960 -1.466983 -1.184623 -0.14 -0.10 0.18 -0.1953
N -1.781672 -0.396236 -1.264104 0.06 0.03 0.01 0.0162
H 3.275587 1.273620 2.200839 0.31 -0.04 -0.10 0.1220
H 0.764752 -0.613397 0.689766 0.03 0.18 0.05 0.1032
H 1.943378 -1.817269 0.190217 -0.15 0.00 -0.01 0.1161
H 2.742224 -0.462434 -1.620398 -0.04 -0.02 -0.09 0.0970
H 0.980124 -0.605672 -1.710440 0.08 -0.13 0.01 0.0844
H 1.445842 1.601234 -2.341418 0.07 -0.01 0.00 0.0149
H 2.493218 1.937053 -0.981180 -0.01 -0.02 0.13 0.0114
H 0.145406 2.708703 1.376186 -0.15 -0.07 0.05 -0.1251
H -0.999773 3.440903 -1.219010 0.01 -0.06 0.02 -0.1425
H -2.128601 0.659130 1.899373 0.01 -0.01 0.00 0.0757
H -3.582708 -1.349717 2.028886 -0.01 0.00 0.00 0.0904
H -3.846897 -2.762028 -0.037184 -0.01 0.03 -0.01 0.0829
H -2.679535 -2.054018 -2.092714 0.05 0.01 -0.05 0.0877
```
Positions in Å, forces in eV/Å.



Computed, not measured: a 2-piece molecular cluster, C9H13N2OP overall at a distorted geometry, with ωB97M-V with the def2-TZVPD basis set.

The calculation puts the energy relative to the best compared isomer or geometry (same formula, charge and spin) at 6.1912 eV. The charge is 0. Its frontier orbital gap (alpha / beta) is 7.418 / 7.540 eV. The calculation puts the largest force on an atom at 4.9 eV Å⁻¹.

Structure (XYZ):
```
26
Properties=species:S:1:pos:R:3:forces:R:3:lowdin_charge:R:1
C -1.421221 0.748393 0.055218 -1.31 0.08 -0.93 -0.3050
C -0.734242 -0.328010 -0.170590 4.45 -1.54 -1.47 -0.0138
C -3.478059 -0.923192 -0.110986 0.08 3.13 2.21 -0.4711
C -1.409461 3.133241 0.754367 -0.01 0.82 0.15 0.0300
C -0.769371 1.995886 0.420155 -3.43 0.79 0.88 -0.1734
C 1.736151 -0.399832 -0.219661 -3.62 -0.25 0.54 -0.4560
C -2.920393 0.568985 -0.036454 -0.39 -0.42 -2.89 -0.0368
C -1.213398 -1.603993 -0.734328 -2.09 -1.10 -1.14 -0.1811
C 3.234958 -1.818470 1.086004 3.20 -1.34 -2.02 -0.1300
N 2.079530 -1.327457 0.444661 -0.28 -1.74 0.98 -0.0399
N -2.570240 -1.899809 -0.261691 -1.51 -0.10 0.77 0.0384
O -4.641861 -1.024639 0.243181 0.28 -1.02 -0.61 0.0350
P 2.205443 1.197163 -0.688516 -1.84 2.46 -1.03 0.8380
H -0.921020 4.045025 1.091799 0.79 -0.43 -0.03 0.0448
H -2.480241 3.418349 0.789299 0.41 -1.28 -0.62 0.0684
H 0.222555 1.791145 0.615728 2.08 0.55 0.29 -0.0070
H -3.224967 1.051321 0.836566 -1.53 0.27 1.57 0.0860
H -3.490709 1.080164 -0.892523 1.25 -0.26 0.99 0.1522
H -1.480702 -1.576221 -1.865270 1.76 0.24 1.42 0.1516
H -0.713421 -2.555624 -0.485859 0.74 0.83 -0.32 0.1162
H 4.125672 -1.848437 0.298002 -1.80 -0.85 1.14 0.1258
H 3.202528 -2.766321 1.706393 -0.58 1.02 -1.25 0.0972
H 3.737669 -1.112324 1.672568 -0.02 1.60 1.52 0.0460
H -2.850025 -2.694062 0.297149 0.47 -0.43 -0.43 0.1475
H 3.167566 0.861039 -1.542852 1.91 -0.56 -1.28 -0.1494
H 1.254013 1.475499 -1.836279 0.97 -0.47 1.55 -0.0137
```
Positions in Å, forces in eV/Å.



Computed, not measured: C9H13N2OP as an isolated structure at a distorted geometry, with ωB97M-V with the def2-TZVPD basis set.

The calculation puts the energy relative to the best compared isomer or geometry (same formula, charge and spin) at 2.2937 eV. The charge is 0. Its frontier orbital gap is 8.596 eV. The calculation puts the largest force on an atom at 4.7 eV Å⁻¹.

Structure (XYZ):
```
26
Properties=species:S:1:pos:R:3:forces:R:3:lowdin_charge:R:1
C -2.032346 -2.142156 3.080145 1.82 -0.47 -0.77 -0.0909
C -2.329782 -2.002305 1.755127 1.33 1.08 -0.41 -0.0728
C -0.679389 -2.240004 3.443455 0.88 -0.74 2.99 -0.0941
C -1.290446 -1.629897 0.915195 0.35 -0.62 -0.57 -0.0845
C 0.370518 -2.179854 2.562209 -0.43 1.15 -1.26 -0.0287
C 0.038847 -1.744482 1.264748 1.47 0.04 0.13 -0.3556
C 0.140357 1.031407 1.675632 2.06 1.15 -2.75 0.0185
C 3.244548 -0.142014 -2.355207 -2.68 0.13 0.31 -0.2315
C -0.861605 2.387266 -2.195782 -0.79 3.22 3.34 -0.0551
N 0.792927 1.235869 0.734887 -1.35 0.30 2.35 0.0341
N 2.518991 -0.471134 -1.189641 -1.51 -0.58 0.67 -0.2959
O 1.146388 -1.424540 0.462187 -1.72 -1.18 1.68 -0.3157
P 1.018956 -0.441130 -0.815219 1.52 -0.56 -1.91 0.8550
H -2.769379 -2.185628 3.786226 -1.73 -0.39 1.82 0.0712
H -3.252573 -2.002238 1.232820 -1.21 -0.03 0.51 0.1022
H -0.333797 -2.410620 4.542052 -1.18 0.28 -1.90 0.1380
H -1.603430 -1.304132 -0.038821 0.17 0.20 -1.16 0.0816
H 1.425523 -2.229628 2.813750 -0.26 -0.20 0.21 0.1244
H -0.408932 1.007357 2.546036 -0.98 -0.34 1.42 0.0697
H -1.226306 2.023053 -3.053948 -1.72 -2.26 -2.78 -0.0400
H 2.867557 0.697660 -2.850292 -0.17 2.08 -0.59 0.0484
H 3.135018 -0.846850 -3.109872 -0.03 -2.01 -1.21 0.0519
H 4.209841 -0.085747 -2.089241 3.67 0.63 0.47 0.0297
H 0.088245 2.023750 -1.976799 1.33 -1.24 0.70 -0.0621
H -0.603110 3.393481 -2.558038 -0.46 0.38 0.77 0.0258
H -1.602722 2.394429 -1.277855 1.62 -0.01 -2.07 0.0762
```
Positions in Å, forces in eV/Å.



Computed, not measured: an isolated ion of composition C9H13N3OP and charge +1 at a distorted geometry, with ωB97M-V with the def2-TZVPD basis set.

The calculation puts the energy relative to the best compared isomer or geometry (same formula, charge and spin) at 3.6156 eV. The structure (SMILES) is CP(C)(C)=[N+]1N=c2ccccc2=[N+]1[O-]. The charge is +1. Its frontier orbital gap is 7.825 eV. The calculation puts the largest force on an atom at 4.6 eV Å⁻¹.

Structure (XYZ):
```
27
Properties=species:S:1:pos:R:3:forces:R:3:lowdin_charge:R:1
C -1.810307 1.814724 1.217703 2.49 -2.18 1.21 -0.1397
P -0.448740 1.385966 0.082196 -1.08 0.73 0.14 0.9239
C -0.998628 1.803140 -1.563464 -0.83 -1.23 -0.03 -0.1594
C 1.001667 2.395673 0.397074 0.53 -3.09 -2.88 -0.1344
N 0.008165 -0.275654 0.218702 -3.00 2.34 1.30 -0.1983
N 1.087399 -0.526151 -0.403118 3.38 -2.56 -1.87 0.0934
C 1.130577 -1.883705 -0.470310 -0.01 0.19 0.64 -0.1488
C 2.106473 -2.822204 -0.964140 1.36 1.41 0.16 0.0120
C 1.805549 -4.140278 -0.853999 -0.16 1.53 -0.09 -0.0602
C 0.623663 -4.579369 -0.251372 -1.43 -2.91 0.35 -0.0745
C -0.282910 -3.786046 0.325642 -1.81 0.66 -0.47 0.0116
C -0.044147 -2.400484 0.178088 1.20 -0.79 -0.76 -0.1256
N -0.774546 -1.365108 0.527341 0.01 1.07 0.63 -0.1868
O -1.851965 -1.241351 1.131605 -0.74 0.11 0.17 -0.0110
H -1.473764 1.336316 2.223628 -0.92 1.56 -1.32 0.1191
H -2.598721 1.222568 0.885977 -1.52 -1.48 -0.45 0.0215
H -2.199922 2.803060 1.105008 0.58 1.01 0.49 0.0665
H -1.352741 2.840220 -1.391287 -0.50 -0.65 -0.54 0.0828
H -1.721446 0.991903 -1.957745 0.73 1.81 0.62 0.1165
H -0.158460 1.867437 -2.230735 0.42 -0.13 -0.33 0.0513
H 1.615605 2.311914 -0.590783 -0.71 0.44 2.17 0.1187
H 1.430336 1.941109 1.252009 1.13 -0.16 0.77 0.0556
H 0.609416 3.318062 0.623574 -0.54 2.47 0.33 0.0348
H 3.140765 -2.467360 -1.276771 -1.72 -0.48 0.03 0.1467
H 2.424941 -4.832008 -1.312767 1.30 -1.29 -0.49 0.0974
H 0.294912 -5.661134 -0.244292 1.05 1.18 -0.23 0.1453
H -1.284052 -4.183265 0.566457 0.79 0.44 0.44 0.1416
```
Positions in Å, forces in eV/Å.



Computed, not measured: an isolated molecule of C9H13N3S at a distorted geometry, with ωB97M-V with the def2-TZVPD basis set.

The calculation puts the energy relative to the best compared isomer or geometry (same formula, charge and spin) at 1.0836 eV. The structure (SMILES) is CN(N)C(=S)NCc1ccccc1. The charge is 0. Its frontier orbital gap is 8.941 eV. The calculation puts the largest force on an atom at 2.4 eV Å⁻¹.

Structure (XYZ):
```
26
Properties=species:S:1:pos:R:3:forces:R:3:lowdin_charge:R:1
C -2.397647 2.345754 1.754311 0.39 0.59 0.79 -0.0945
N -1.261519 1.596303 1.237764 -0.45 0.11 -0.08 -0.2503
N -1.605777 0.797922 0.128964 0.47 -1.03 -0.05 0.0892
C 0.004697 2.040589 1.433642 0.18 -1.25 -0.70 -0.8893
S 0.402412 3.396282 2.242835 0.16 1.04 0.55 0.6553
N 1.008135 1.248499 0.869166 -0.62 0.09 0.13 -0.0339
C 1.009546 -0.208893 1.028650 0.64 -0.43 -0.61 -0.1515
C 0.910630 -1.007856 -0.300346 -0.42 0.85 -0.01 -0.2326
C 1.222268 -0.388864 -1.537663 -0.16 -1.55 1.06 -0.0461
C 1.146700 -1.168612 -2.697252 0.89 2.25 0.04 -0.0905
C 0.760827 -2.484343 -2.646274 -0.13 -0.68 -1.19 -0.1175
C 0.404084 -3.085567 -1.463691 0.30 0.64 1.27 -0.0740
C 0.488150 -2.332459 -0.266910 -0.26 -0.29 -0.70 -0.0507
H -2.428469 3.321065 1.245943 -0.54 -0.32 -0.05 0.0824
H -2.186200 2.589549 2.798489 -0.02 -0.05 -0.06 0.0560
H -3.333785 1.763535 1.741226 0.63 0.24 -0.51 0.0900
H -1.010474 0.994724 -0.681752 -0.11 0.25 0.39 0.0913
H -1.373410 -0.165625 0.387579 -0.36 0.25 -0.37 0.0746
H 1.897724 1.723220 0.976423 -0.19 -0.34 0.13 0.0991
H 0.282792 -0.556632 1.789794 0.16 0.31 -0.52 0.1298
H 1.989741 -0.476852 1.432831 -0.03 0.06 0.17 0.1256
H 1.573215 0.631131 -1.504342 -0.08 0.11 -0.34 0.1015
H 1.477483 -0.640789 -3.614855 -0.45 -0.82 0.38 0.1154
H 0.734162 -3.052801 -3.580627 -0.03 0.11 0.35 0.1090
H 0.118069 -4.125603 -1.459780 -0.15 -0.05 0.14 0.1006
H 0.166646 -2.753677 0.685876 0.18 -0.09 -0.20 0.1113
```
Positions in Å, forces in eV/Å.



Q: The highest charge belongs to which entry?
A: C9H13N3OP